{
  "formula": "C8H15N2O",
  "method": "ωB97M-V/def2-TZVPD",
  "species": ["C", "C", "O", "C", "N", "C", "C", "C", "C", "C", "N", "H", "H", "H", "H", "H", "H", "H", "H", "H", "H", "H", "H", "H", "H", "H"],
  "xyz": [[2.044, -1.478, 0.261], [2.275, -0.077, 0.507], [3.400, 0.297, -0.299], [1.017, 0.713, 0.007], [1.357, 1.740, -0.813], [-0.319, 0.501, 0.552], [-1.196, 1.664, 0.157], [-2.423, 1.406, -0.142], [-2.895, -0.015, 0.152], [-1.736, -0.966, 0.290], [-1.533, -1.765, -0.813], [1.625, -1.621, -0.727], [1.171, -1.710, 0.905], [2.903, -2.196, 0.354], [2.332, 0.038, 1.596], [3.885, -0.431, -0.610], [2.298, 1.954, -0.860], [0.701, 2.407, -1.072], [-0.139, 0.292, 1.610], [-0.708, 2.636, 0.186], [-3.197, 1.992, -0.424], [-3.605, 0.070, 1.087], [-3.515, -0.454, -0.687], [-1.467, -1.479, 1.195], [-0.611, -2.185, -0.684], [-1.664, -1.336, -1.728]],
  "forces_ev_per_angstrom": [[-1.89, -3.11, 0.00], [0.31, 1.00, -1.48], [-1.35, 2.88, 1.69], [1.35, 1.39, -0.17], [-1.84, -3.64, 2.30], [0.47, 0.59, -0.80], [2.38, 0.01, 1.09], [-0.67, -3.26, 0.79], [-1.72, -0.08, 0.45], [0.91, 0.92, -0.93], [1.06, 0.30, 0.77], [0.24, -0.06, -0.62], [0.74, -0.79, 0.05], [-0.82, 0.89, 0.46], [0.73, 0.81, -0.17], [0.80, -1.66, -0.39], [2.36, 0.27, -0.58], [-1.30, 1.18, -0.69], [-0.34, 0.08, 0.09], [-0.57, 0.14, -0.20], [-1.85, 2.44, -0.88], [1.49, -0.48, -1.64], [0.37, 0.72, 0.92], [-0.33, -0.01, 0.39], [-0.55, -0.44, -0.77], [0.02, -0.13, 0.33]],
  "orbital_gap_ev": 8.5,
  "smiles": "C[C@@H](O)/C(N)=C/C=C\\CC=[NH2+]",
  "multiplicity": 1,
  "total_charge": 1,
  "total_energy_ha": -498.24232,
  "homo_ev": -12.7
}


{
  "formula": "C25H53N8",
  "method": "ωB97M-V/def2-TZVPD",
  "species": ["N", "C", "N", "C", "N", "N", "C", "C", "C", "N", "C", "C", "H", "H", "H", "H", "H", "H", "H", "H", "C", "C", "N", "C", "C", "C", "C", "H", "H", "H", "H", "H", "H", "H", "H", "H", "H", "H", "H", "H", "H", "H", "C", "C", "N", "C", "C", "C", "C", "H", "H", "H", "H", "H", "H", "H", "H", "H", "H", "H", "H", "H", "H", "H", "C", "C", "N", "C", "C", "C", "C", "H", "H", "H", "H", "H", "H", "H", "H", "H", "H", "H", "H", "H", "H", "H"],
  "xyz": [[6.917, 3.588, 1.447], [6.988, 3.452, 0.112], [8.070, 3.028, -0.559], [7.715, 3.060, -1.826], [6.473, 3.499, -1.979], [5.984, 3.734, -0.739], [4.677, 4.230, -0.441], [3.822, 3.559, 0.401], [2.581, 4.141, 0.633], [2.155, 5.286, 0.096], [3.004, 5.909, -0.711], [4.278, 5.430, -1.011], [7.354, 2.882, 2.011], [6.552, 4.402, 1.908], [8.379, 2.790, -2.628], [5.958, 3.645, -2.834], [4.119, 2.632, 0.862], [1.899, 3.632, 1.299], [2.684, 6.844, -1.149], [4.954, 5.965, -1.661], [1.059, 0.483, -1.105], [1.297, -0.116, -2.484], [1.945, 0.816, -3.391], [1.932, 0.388, -4.782], [2.706, -0.882, -5.154], [3.180, 1.381, -2.907], [4.327, 0.427, -2.534], [0.505, 1.420, -1.176], [0.474, -0.209, -0.498], [1.994, 0.670, -0.572], [0.331, -0.385, -2.914], [1.858, -1.057, -2.370], [2.288, 1.217, -5.399], [0.886, 0.248, -5.066], [3.783, -0.719, -5.162], [2.423, -1.198, -6.159], [2.485, -1.710, -4.480], [2.952, 1.993, -2.026], [3.540, 2.102, -3.651], [3.982, -0.421, -1.944], [5.070, 0.960, -1.928], [4.847, 0.045, -3.411], [-0.879, 1.939, 1.852], [-1.733, 1.550, 3.049], [-2.518, 0.357, 2.809], [-3.548, 0.127, 3.810], [-3.108, -0.162, 5.249], [-1.769, -0.812, 2.389], [-0.651, -1.326, 3.307], [-1.489, 2.037, 0.954], [-0.397, 2.901, 2.039], [-0.092, 1.207, 1.659], [-2.424, 2.370, 3.258], [-1.083, 1.460, 3.935], [-4.187, -0.689, 3.462], [-4.192, 1.012, 3.819], [-2.705, -1.167, 5.359], [-3.969, -0.087, 5.915], [-2.362, 0.552, 5.602], [-1.331, -0.597, 1.409], [-2.476, -1.624, 2.200], [-0.020, -0.517, 3.679], [-0.007, -2.011, 2.750], [-1.040, -1.878, 4.160], [-6.989, -5.913, -0.386], [-6.133, -4.723, -0.793], [-5.962, -3.752, 0.272], [-5.402, -2.492, -0.178], [-3.973, -2.494, -0.735], [-5.432, -4.271, 1.520], [-4.067, -4.974, 1.489], [-7.952, -5.582, 0.004], [-7.175, -6.546, -1.255], [-6.503, -6.532, 0.369], [-6.626, -4.217, -1.626], [-5.171, -5.096, -1.181], [-5.459, -1.777, 0.648], [-6.068, -2.093, -0.949], [-3.233, -2.609, 0.056], [-3.773, -1.540, -1.228], [-3.817, -3.280, -1.475], [-6.163, -4.971, 1.932], [-5.397, -3.450, 2.241], [-3.985, -5.676, 0.658], [-3.929, -5.544, 2.410], [-3.240, -4.267, 1.423]],
  "forces_ev_per_angstrom": [[-0.20, -0.31, -0.04], [0.35, 0.15, 0.16], [-0.18, -0.28, 0.05], [0.43, -0.13, 0.35], [0.13, 0.03, -0.53], [0.01, 0.00, 0.59], [-0.41, 0.76, -0.56], [0.07, -0.04, 0.02], [-0.17, -0.14, 0.18], [0.42, -0.34, 0.07], [0.32, 0.05, -0.25], [0.02, -0.24, 0.08], [0.40, 0.17, 0.05], [-0.32, 0.02, -0.10], [-0.15, 0.00, -0.29], [-0.32, 0.07, 0.11], [-0.13, -0.15, 0.10], [-0.17, 0.01, 0.02], [-0.13, 0.06, 0.01], [-0.05, 0.22, -0.08], [-0.05, -0.05, 0.04], [0.02, 0.00, 0.20], [-0.02, 0.00, -0.13], [-0.08, -0.04, -0.17], [0.02, 0.05, -0.04], [0.23, 0.27, 0.19], [0.10, 0.12, -0.05], [0.03, 0.02, -0.03], [0.00, -0.01, 0.00], [-0.02, -0.01, 0.02], [0.03, 0.02, -0.10], [-0.03, -0.01, 0.00], [0.04, 0.04, 0.07], [-0.02, -0.02, 0.09], [0.01, -0.03, 0.05], [0.00, 0.01, 0.00], [-0.01, 0.01, 0.02], [-0.07, -0.07, 0.02], [-0.06, -0.09, -0.14], [-0.02, 0.00, 0.01], [-0.02, -0.02, 0.02], [-0.05, -0.10, 0.00], [0.09, 0.07, -0.01], [0.14, 0.01, -0.01], [-0.14, -0.06, 0.02], [-0.19, 0.06, 0.07], [-0.06, -0.06, 0.00], [0.18, -0.12, -0.17], [0.00, -0.09, -0.04], [-0.01, -0.05, 0.00], [-0.03, 0.01, 0.03], [0.00, 0.00, -0.02], [-0.07, -0.06, 0.05], [0.01, 0.04, 0.00], [0.07, -0.04, -0.05], [0.07, 0.05, -0.03], [0.06, 0.02, 0.00], [0.00, 0.00, -0.01], [0.01, 0.01, -0.01], [-0.01, 0.06, 0.02], [-0.10, 0.06, 0.09], [-0.02, 0.02, 0.00], [-0.01, 0.00, -0.01], [0.01, 0.07, 0.06], [0.00, -0.02, -0.02], [0.01, -0.16, 0.00], [0.02, 0.15, 0.02], [-0.06, 0.16, -0.10], [0.05, 0.12, 0.04], [-0.03, -0.17, 0.17], [0.03, 0.04, 0.10], [0.02, 0.02, 0.04], [0.01, 0.00, 0.00], [-0.01, 0.00, 0.00], [0.05, 0.09, 0.01], [-0.01, -0.01, -0.03], [0.02, -0.06, 0.06], [-0.02, -0.09, -0.03], [0.03, -0.07, -0.03], [-0.01, 0.01, 0.01], [-0.03, -0.03, 0.02], [-0.01, -0.02, -0.07], [0.01, 0.08, -0.08], [-0.02, 0.01, -0.02], [-0.01, 0.00, 0.00], [0.01, -0.02, -0.08]],
  "orbital_gap_ev": 5.6,
  "multiplicity": 1,
  "total_charge": 1,
  "total_energy_ha": -1422.11891,
  "homo_ev": -9.2
}


{
  "formula": "C17H28N6O6SeZn",
  "method": "ωB97M-V/def2-TZVPD",
  "species": ["O", "H", "Zn", "N", "N", "N", "N", "O", "O", "O", "O", "C", "C", "C", "C", "C", "H", "H", "H", "C", "H", "H", "H", "C", "C", "H", "H", "H", "H", "H", "H", "H", "H", "C", "H", "H", "H", "O", "H", "H", "C", "N", "C", "Se", "N", "C", "C", "C", "C", "C", "C", "H", "H", "H", "H", "H", "H", "H", "H"],
  "xyz": [[0.019, -0.002, -4.358], [-0.260, -0.056, -5.289], [-0.470, 0.249, -0.541], [0.000, 1.677, 0.807], [1.309, 0.925, -1.190], [-1.450, -0.893, 0.799], [-0.194, -1.624, -1.198], [-0.645, 1.823, 1.932], [-1.846, -0.424, 2.013], [0.758, -1.949, -2.103], [1.993, 0.328, -2.107], [1.857, 1.985, -0.546], [1.149, 2.360, 0.628], [-1.458, -2.220, 0.648], [-0.794, -2.634, -0.557], [1.570, 3.381, 1.621], [1.892, 2.926, 2.568], [0.732, 4.052, 1.843], [2.397, 3.981, 1.233], [3.077, 2.644, -1.084], [2.932, 2.910, -2.137], [3.956, 1.993, -1.021], [3.304, 3.562, -0.538], [-1.971, -3.167, 1.680], [-0.679, -4.061, -0.968], [-2.622, -2.624, 2.374], [-1.152, -3.638, 2.250], [-2.548, -3.969, 1.196], [0.045, -4.169, -1.780], [-1.653, -4.444, -1.302], [-0.381, -4.693, -0.123], [-1.372, 0.504, 2.050], [1.296, -1.064, -2.222], [-0.979, 0.738, -3.644], [-0.450, 1.478, -3.033], [-1.526, 0.035, -3.003], [-1.696, 1.247, -4.321], [-2.440, 1.584, -0.646], [-3.243, 1.079, -0.402], [-2.276, 2.185, 0.111], [0.219, -0.171, 4.692], [1.630, -0.503, 4.736], [2.317, -1.050, 3.669], [1.634, -1.458, 2.029], [3.571, -1.315, 4.175], [3.646, -1.039, 5.542], [4.585, -1.401, 6.501], [4.236, -1.169, 7.841], [2.993, -0.614, 8.196], [2.048, -0.268, 7.220], [2.411, -0.506, 5.896], [-0.055, 0.205, 5.682], [-0.375, -1.065, 4.449], [0.040, 0.594, 3.923], [4.307, -1.747, 3.624], [5.529, -1.841, 6.192], [4.933, -1.426, 8.639], [2.760, -0.461, 9.252], [1.073, 0.166, 7.440]],
  "forces_ev_per_angstrom": [[-0.65, 0.28, -0.81], [0.24, -0.04, 0.65], [0.14, 1.12, 0.21], [3.13, 1.68, -0.18], [2.02, 1.99, 1.34], [-0.79, -3.42, 1.40], [-0.07, -3.40, 0.70], [-1.18, 0.18, 1.15], [-0.11, -0.09, -0.40], [-0.49, 0.14, -0.12], [0.08, -0.36, -0.91], [-0.75, -2.26, -2.62], [-3.56, -1.08, 1.14], [-0.73, 3.50, 1.19], [1.78, 1.70, -2.55], [0.26, 0.26, 0.09], [-0.17, 0.03, -0.20], [0.10, -0.21, 0.06], [-0.12, -0.10, 0.13], [0.32, 0.06, 0.14], [0.03, -0.22, 0.11], [-0.13, 0.00, -0.11], [-0.04, -0.13, -0.06], [-0.26, -0.10, 0.04], [0.18, -0.23, 0.04], [0.24, -0.19, -0.15], [-0.18, 0.28, -0.24], [0.16, 0.18, 0.14], [-0.16, 0.04, 0.20], [0.15, 0.18, 0.01], [0.05, 0.16, -0.14], [-0.13, 0.41, 0.07], [-0.04, 0.15, -0.13], [0.36, -0.15, -0.42], [-0.26, -0.02, -0.08], [-0.17, 0.17, 0.02], [0.37, -0.23, 0.46], [-0.44, -0.26, 0.33], [0.66, 0.42, -0.14], [0.07, -0.45, -0.28], [-0.17, 0.11, -0.12], [0.32, -0.19, -0.59], [0.12, 0.24, 1.47], [0.39, 0.08, 0.15], [0.10, -0.05, -0.34], [-0.06, -0.50, -0.15], [-0.19, 0.40, 0.25], [0.01, 0.04, -0.21], [-0.12, 0.15, -0.30], [0.50, -0.01, -0.06], [-0.56, -0.34, -0.17], [-0.08, -0.03, -0.33], [0.19, 0.30, 0.06], [-0.01, -0.20, 0.23], [-0.49, 0.20, 0.16], [-0.13, 0.03, 0.27], [-0.14, 0.03, -0.29], [0.08, -0.03, -0.36], [0.33, -0.23, 0.21]],
  "orbital_gap_ev": [5.9, 5.8],
  "multiplicity": 1,
  "total_energy_ha": -5625.14161,
  "homo_ev": [-6.3, -6.3]
}